Record 1
A molecular structure, C22H30BMoN8SSe4, computed with ωB97M-V with the def2-TZVPD basis set.

Structure (XYZ):
```
67
C22H30BMoN8SSe4, DFT ωB97M-V with the def2-TZVPD basis set
Mo 0.139 -0.591 1.063
C -0.715 -2.675 4.044
C -1.413 -2.876 2.752
C -2.486 -3.731 2.542
C -2.826 -3.602 1.207
C -3.895 -4.301 0.448
N -1.997 -2.699 0.660
N -1.114 -2.249 1.598
B -1.848 -2.303 -0.822
N -2.177 -0.812 -0.977
N -1.462 0.113 -0.294
C -1.943 1.317 -0.632
C -1.419 2.611 -0.117
C -2.985 1.158 -1.541
C -3.105 -0.207 -1.741
C -4.049 -0.944 -2.620
N -0.407 -2.576 -1.260
N 0.649 -1.939 -0.682
C 1.760 -2.416 -1.264
C 3.161 -2.042 -0.919
C 1.407 -3.345 -2.238
C 0.028 -3.431 -2.201
C -0.872 -4.284 -3.018
H -1.313 -3.116 4.840
H 0.270 -3.150 4.038
H -0.562 -1.620 4.267
H -2.954 -4.363 3.270
H -4.494 -4.899 1.130
H -4.547 -3.592 -0.055
H -3.473 -4.963 -0.307
H -2.591 -2.944 -1.477
H -1.211 2.574 0.953
H -0.499 2.888 -0.632
H -2.155 3.392 -0.295
H -3.569 1.934 -1.994
H -4.699 -0.237 -3.130
H -3.516 -1.524 -3.372
H -4.670 -1.629 -2.047
H 3.576 -2.753 -0.199
H 3.767 -2.088 -1.824
H 3.244 -1.048 -0.487
H 2.074 -3.889 -2.878
H -0.276 -4.908 -3.679
H -1.480 -4.933 -2.390
H -1.544 -3.681 -3.627
Se -0.483 0.750 2.781
Se 1.348 0.696 4.826
Se 3.016 -0.134 3.625
Se 2.073 -1.724 2.190
N 1.814 2.885 1.530
C 2.009 2.496 0.277
S 1.635 0.943 -0.339
N 2.571 3.341 -0.593
C 2.972 4.682 -0.334
C 2.076 5.601 0.199
C 2.497 6.900 0.436
C 3.787 7.287 0.115
C 4.664 6.373 -0.449
C 4.265 5.065 -0.667
H 1.455 2.222 2.204
H 2.122 3.791 1.847
H 2.786 2.952 -1.502
H 1.054 5.315 0.400
H 1.805 7.614 0.854
H 4.107 8.303 0.297
H 5.668 6.673 -0.709
H 4.951 4.341 -1.082
```

Output
Charge ... +1
Energy above the lowest of the compared OMol25 structures with the same formula, charge and spin ... 56.8 kJ/mol
E_HOMO (alpha / beta) ... -10.351 / -10.409 eV
Energy ... -309975.074 eV
2S+1 ... 3
HOMO-LUMO gap (alpha / beta) ... 5.90 / 5.44 eV

Let us look at the Mulliken charges, expressed in e, one per atom: number 1, Mo, carries 0.391; number 2, C, carries -1.271; number 3, C, carries 0.543; number 4, C, carries -1.409; number 5, C, carries 0.876; number 6, C, carries -1.303; number 7, N, carries 0.403; number 8, N, carries 0.722; number 9, B, carries -1.089; number 10, N, carries 0.424; number 11, N, carries 0.952; number 12, C, carries 0.542; number 13, C, carries -1.502; number 14, C, carries -1.419; number 15, C, carries 0.902; number 16, C, carries -1.326; number 17, N, carries 0.238; number 18, N, carries 0.954; number 19, C, carries 0.554; number 20, C, carries -1.628; number 21, C, carries -1.488; number 22, C, carries 0.939; number 23, C, carries -1.342; number 24, H, carries 0.380; number 25, H, carries 0.207; number 26, H, carries 0.137; number 27, H, carries 0.518; number 28, H, carries 0.367; number 29, H, carries 0.251; number 30, H, carries 0.239; number 31, H, carries -0.037; number 32, H, carries 0.177; number 33, H, carries 0.168; number 34, H, carries 0.453; number 35, H, carries 0.538; number 36, H, carries 0.368; number 37, H, carries 0.249; number 38, H, carries 0.240; number 39, H, carries 0.265; number 40, H, carries 0.420; number 41, H, carries 0.220; number 42, H, carries 0.541; number 43, H, carries 0.369; number 44, H, carries 0.258; number 45, H, carries 0.244; number 46, Se, carries -0.355; number 47, Se, carries -0.149; number 48, Se, carries -0.012; number 49, Se, carries -0.110; number 50, N, carries -0.089; number 51, C, carries 0.493; number 52, S, carries -0.372; number 53, N, carries -0.010; number 54, C, carries 0.211; number 55, C, carries -0.067; number 56, C, carries -0.680; number 57, C, carries -0.525; number 58, C, carries -0.536; number 59, C, carries -0.579; number 60, H, carries -0.144; number 61, H, carries 0.266; number 62, H, carries 0.304; number 63, H, carries 0.493; number 64, H, carries 0.400; number 65, H, carries 0.399; number 66, H, carries 0.386; number 67, H, carries 0.442

---

Record 2
A molecular structure, C22H30BrF4N6O2SeSr in a non-equilibrium geometry, computed with ωB97M-V with the def2-TZVPD basis set.

Structure (XYZ):
```
67
C22H30BrF4N6O2SeSr, DFT ωB97M-V with the def2-TZVPD basis set
Sr -0.046 0.549 0.935
C -0.329 -1.138 3.759
N 0.258 -0.034 2.990
C 1.682 0.216 3.317
C -0.576 1.208 3.064
C 0.161 2.541 2.592
N 0.997 2.415 1.394
C 2.114 3.173 1.349
C 3.202 2.725 0.565
F 3.076 1.557 -0.079
C 4.399 3.395 0.501
F 5.390 2.872 -0.246
C 4.629 4.569 1.200
C 3.584 5.032 1.969
F 3.721 6.185 2.657
C 2.374 4.371 2.045
F 1.379 4.973 2.747
H 0.243 -2.047 3.588
H -1.343 -1.327 3.411
H -0.357 -0.908 4.834
H 1.804 0.647 4.318
H 2.133 0.910 2.589
H 2.227 -0.726 3.286
H -0.901 1.388 4.092
H -1.510 1.046 2.476
H 0.759 2.849 3.454
H -0.624 3.299 2.493
H 5.573 5.089 1.146
N -1.836 -1.284 -0.114
C -3.096 -0.674 -0.517
C -3.791 -1.360 -1.705
C -2.903 -2.082 -2.737
C -2.023 -1.214 -3.696
N -2.099 0.209 -3.395
C -2.351 1.218 -4.201
N -2.583 2.422 -3.690
N -2.422 1.036 -5.550
C -2.968 0.860 -0.731
O -3.848 1.412 -1.421
O -1.967 1.416 -0.227
H -1.293 -1.569 -0.924
H -1.982 -2.142 0.425
H -3.780 -0.759 0.333
H -4.401 -0.598 -2.193
H -4.480 -2.119 -1.326
H -3.590 -2.666 -3.352
H -2.254 -2.804 -2.237
H -2.351 -1.376 -4.722
H -0.971 -1.489 -3.605
H -1.749 0.470 -2.473
H -2.828 2.483 -2.695
H -2.657 3.229 -4.281
H -1.874 0.280 -5.925
H -2.445 1.862 -6.120
Se -0.951 -4.173 1.645
C 0.763 -4.141 0.795
C 1.211 -3.094 -0.019
C 2.469 -3.093 -0.609
C 3.339 -4.157 -0.414
C 2.916 -5.217 0.383
C 1.660 -5.207 0.968
H 0.586 -2.230 -0.209
H 2.750 -2.251 -1.231
H 4.321 -4.161 -0.870
H 3.574 -6.062 0.552
H 1.346 -6.041 1.585
Br 0.539 0.237 -1.947
```

Output
Charge ... -1
Energy above the lowest of the compared OMol25 structures with the same formula, charge and spin ... 411.2 kJ/mol
E_HOMO ... -3.449 eV
Energy ... -183434.465 eV
HOMO-LUMO gap ... 5.46 eV

Let us look at the Mulliken charges, expressed in e, one per atom: number 1, Sr, carries 2.644; number 2, C, carries -1.371; number 3, N, carries 0.219; number 4, C, carries -0.883; number 5, C, carries -1.933; number 6, C, carries -0.169; number 7, N, carries -0.684; number 8, C, carries -0.041; number 9, C, carries 0.192; number 10, F, carries -0.259; number 11, C, carries -0.108; number 12, F, carries -0.324; number 13, C, carries -0.560; number 14, C, carries 0.103; number 15, F, carries -0.334; number 16, C, carries 0.305; number 17, F, carries -0.351; number 18, H, carries 0.274; number 19, H, carries 0.328; number 20, H, carries 0.314; number 21, H, carries 0.330; number 22, H, carries 0.203; number 23, H, carries 0.347; number 24, H, carries 0.487; number 25, H, carries 0.466; number 26, H, carries 0.537; number 27, H, carries 0.444; number 28, H, carries 0.468; number 29, N, carries 0.346; number 30, C, carries 0.229; number 31, C, carries -0.975; number 32, C, carries -0.799; number 33, C, carries -0.654; number 34, N, carries 0.270; number 35, C, carries 0.795; number 36, N, carries -0.250; number 37, N, carries -0.437; number 38, C, carries -0.158; number 39, O, carries -0.819; number 40, O, carries -0.539; number 41, H, carries -0.087; number 42, H, carries -0.218; number 43, H, carries 0.355; number 44, H, carries 0.262; number 45, H, carries 0.500; number 46, H, carries 0.479; number 47, H, carries 0.339; number 48, H, carries 0.572; number 49, H, carries 0.142; number 50, H, carries -0.408; number 51, H, carries 0.199; number 52, H, carries 0.195; number 53, H, carries 0.237; number 54, H, carries 0.229; number 55, Se, carries -0.507; number 56, C, carries -0.377; number 57, C, carries 0.740; number 58, C, carries -0.780; number 59, C, carries -0.411; number 60, C, carries -0.454; number 61, C, carries -0.335; number 62, H, carries -0.091; number 63, H, carries 0.365; number 64, H, carries 0.363; number 65, H, carries 0.327; number 66, H, carries 0.332; number 67, Br, carries -0.624

---

Record 3
A molecular structure, C22H30BrF6N5O2SbSr in a non-equilibrium geometry, computed with ωB97M-V with the def2-TZVPD basis set.

Structure (XYZ):
```
68
C22H30BrF6N5O2SbSr, DFT ωB97M-V with the def2-TZVPD basis set
Sr -0.854 0.851 -2.321
O 3.940 -1.197 0.709
C 3.881 -1.234 -0.660
C 5.089 -1.363 -1.334
C 5.105 -1.451 -2.713
C 3.919 -1.414 -3.436
C 2.720 -1.259 -2.765
C 2.685 -1.141 -1.379
C 1.362 -0.905 -0.667
O 0.283 -0.755 -1.463
N 1.585 0.320 0.184
N 0.668 0.757 0.979
C 0.953 1.814 1.712
C 0.016 2.363 2.619
Br -1.814 2.178 2.170
C 0.322 3.057 3.770
C 1.571 3.081 4.455
C 1.771 4.100 5.418
C 2.930 4.151 6.154
C 3.905 3.169 5.982
C 3.719 2.137 5.061
C 2.572 2.088 4.305
H 3.069 -1.264 1.105
H 6.000 -1.410 -0.751
H 6.049 -1.560 -3.230
H 3.934 -1.497 -4.514
H 1.779 -1.223 -3.296
H 1.181 -1.732 0.052
H 2.398 0.905 -0.018
H 1.915 2.321 1.629
H -0.477 3.615 4.246
H 1.010 4.860 5.546
H 3.081 4.943 6.874
H 4.808 3.199 6.578
H 4.465 1.359 4.967
H 2.408 1.252 3.641
N -1.317 -3.120 -1.199
C -2.689 -3.696 -1.114
C -3.288 -3.278 0.236
C -3.420 -1.753 0.319
N -2.044 -1.172 0.256
C -4.272 -1.214 -0.831
C -3.875 -1.687 -2.235
N -2.776 -0.836 -2.794
C -3.549 -3.187 -2.268
H -0.616 -3.728 -0.787
H -1.457 -2.022 -0.550
H -1.029 -2.900 -2.144
H -2.641 -4.784 -1.173
H -2.662 -3.648 1.053
H -4.272 -3.731 0.350
H -3.904 -1.469 1.255
H -1.587 -1.154 1.162
H -2.063 -0.224 -0.104
H -4.266 -0.118 -0.801
H -5.302 -1.523 -0.650
H -4.755 -1.557 -2.869
H -3.221 0.057 -3.007
H -2.550 -1.214 -3.714
H -3.076 -3.447 -3.221
H -4.496 -3.727 -2.235
F -2.567 2.027 -1.910
Sb -1.874 3.334 -3.329
F -3.540 3.146 -4.104
F -1.421 1.628 -4.217
F -0.924 4.315 -4.555
F -0.235 2.905 -2.317
F -2.256 4.662 -2.109
```

Output
Charge ... +2
Energy above the lowest of the compared OMol25 structures with the same formula, charge and spin ... 224.1 kJ/mol
E_HOMO (alpha / beta) ... -13.283 / -13.277 eV
Energy ... -128556.158 eV
2S+1 ... 2
HOMO-LUMO gap (alpha / beta) ... 6.91 / 4.74 eV

Let us look at the Mulliken charges, expressed in e, one per atom: number 1, Sr, carries 2.605; number 2, O, carries -0.646; number 3, C, carries 0.483; number 4, C, carries -0.649; number 5, C, carries -0.438; number 6, C, carries -1.041; number 7, C, carries -0.555; number 8, C, carries 0.590; number 9, C, carries -0.400; number 10, O, carries -0.877; number 11, N, carries 0.558; number 12, N, carries -0.556; number 13, C, carries -0.583; number 14, C, carries 0.291; number 15, Br, carries -0.066; number 16, C, carries -0.732; number 17, C, carries 0.874; number 18, C, carries -0.511; number 19, C, carries -0.631; number 20, C, carries -0.342; number 21, C, carries -0.683; number 22, C, carries -0.384; number 23, H, carries 0.334; number 24, H, carries 0.464; number 25, H, carries 0.403; number 26, H, carries 0.433; number 27, H, carries 0.441; number 28, H, carries 0.264; number 29, H, carries 0.399; number 30, H, carries 0.737; number 31, H, carries 0.378; number 32, H, carries 0.375; number 33, H, carries 0.417; number 34, H, carries 0.411; number 35, H, carries 0.423; number 36, H, carries 0.597; number 37, N, carries -0.203; number 38, C, carries 0.092; number 39, C, carries -1.109; number 40, C, carries 0.011; number 41, N, carries 0.009; number 42, C, carries -1.172; number 43, C, carries -0.220; number 44, N, carries -0.291; number 45, C, carries -1.474; number 46, H, carries 0.351; number 47, H, carries 0.217; number 48, H, carries 0.213; number 49, H, carries 0.354; number 50, H, carries 0.379; number 51, H, carries 0.530; number 52, H, carries 0.345; number 53, H, carries 0.382; number 54, H, carries -0.187; number 55, H, carries 0.423; number 56, H, carries 0.458; number 57, H, carries 0.582; number 58, H, carries 0.310; number 59, H, carries 0.113; number 60, H, carries 0.430; number 61, H, carries 0.482; number 62, F, carries -0.805; number 63, Sb, carries 2.480; number 64, F, carries -0.499; number 65, F, carries -0.820; number 66, F, carries -0.477; number 67, F, carries -0.784; number 68, F, carries -0.503